(w)
C2H5N2P | the ωB97M-V functional and the def2-TZVPD basis

**LUMO level**: 0.590 eV
**HOMO energy**: -8.20 eV
**Kohn-Sham gap**: 8.8 eV

Structure (XYZ):
```
10
C2H5N2P the ωB97M-V functional and the def2-TZVPD basis
C -1.40624 1.15827 0.61337
C 1.01232 -0.21035 0.35366
N -1.37838 0.65212 -0.42811
N -0.86492 0.17034 -1.47394
P 0.70573 -0.37361 -1.44664
H -1.87719 1.05043 1.51911
H 1.99425 -0.55070 0.60429
H 0.29371 -0.92130 0.62872
H 0.94566 0.75289 0.85721
H 0.57506 -1.72810 -1.22766
```


(x)
C2H5N2P | the ωB97M-V functional and the def2-TZVPD basis

**LUMO level (spin up / spin down)**: -0.016 / -0.015 eV
**Structure (SMILES)**: C1CNP=N1
**HOMO energy (spin up / spin down)**: -8.11 / -8.11 eV
**Kohn-Sham gap (spin up / spin down)**: 8.1 / 8.1 eV

Structure (XYZ):
```
10
C2H5N2P the ωB97M-V functional and the def2-TZVPD basis
C -0.92454 0.20492 0.73645
C 0.23136 0.13905 -0.25235
N -0.29782 0.09667 -1.61335
P -1.67875 0.98163 -1.69740
N -1.88848 1.06684 0.12732
H -1.40005 -0.76097 0.69681
H -0.74667 0.59296 1.74608
H 0.73672 1.07011 -0.17553
H 0.90979 -0.73883 -0.11028
H -0.06676 -0.48511 -2.45608
```


Which one sits at the top of the stability order? (x) does.


(w)
C2H8N4O | the ωB97M-V functional and the def2-TZVPD basis

**LUMO level**: -9.450 eV
**Charge**: +2
**Structure (SMILES)**: N=[N+]=NCOC[NH3+]
**HOMO energy**: -19.59 eV
**Kohn-Sham gap**: 10.1 eV

Structure (XYZ):
```
15
C2H8N4O the ωB97M-V functional and the def2-TZVPD basis
N 3.36500 -0.13564 -2.27340
N 2.50534 -0.57442 -1.60929
N 1.75186 -0.49503 -0.72830
C 0.28365 -1.06543 -0.52835
O -0.43794 0.07157 -0.07236
C -1.14968 0.13205 1.20358
N -1.90376 1.36892 1.13868
H 4.12332 -0.46137 -2.82330
H 0.42160 -1.84336 0.26467
H -0.08267 -1.49199 -1.45871
H -0.49856 -0.15041 2.09191
H -1.98631 -0.57243 1.29434
H -2.05572 1.69943 0.22945
H -2.77462 1.22173 1.68059
H -1.56152 2.29638 1.59050
```


(x)
C2H8N4O | the ωB97M-V functional and the def2-TZVPD basis

**LUMO level**: -7.723 eV
**Charge**: +2
**Structure (SMILES)**: [NH2+]=C1NO[C@@H]([NH3+])N1
**HOMO energy**: -19.71 eV
**Kohn-Sham gap**: 12.0 eV

Structure (XYZ):
```
15
C2H8N4O the ωB97M-V functional and the def2-TZVPD basis
N -0.99756 2.27108 -0.12593
C -0.26910 1.17014 -0.02292
N 0.79406 0.97957 0.68322
O 1.47033 -0.18629 0.29384
C 0.60002 -0.86768 -0.43514
N 0.03798 -2.09574 0.47436
N -0.44180 -0.02945 -0.74615
H -1.72636 2.42557 -0.86448
H -0.61835 3.18284 0.33995
H 1.38240 1.71672 1.14017
H 1.04755 -1.30314 -1.35277
H -0.89700 -2.65663 0.19160
H -0.04014 -1.77637 1.45441
H 0.83890 -2.66440 0.32489
H -1.18093 -0.16620 -1.35504
```


Which one sits at the top of the stability order? (x) does.


(w)
C4H4N2O | the ωB97M-V functional and the def2-TZVPD basis

**LUMO level**: -0.011 eV
**Structure (SMILES)**: O=c1cc[nH]cn1
**HOMO energy**: -10.00 eV
**Kohn-Sham gap**: 10.0 eV

Structure (XYZ):
```
11
C4H4N2O the ωB97M-V functional and the def2-TZVPD basis
O 2.22655 -1.37019 0.15778
C 1.16489 -0.80517 0.03314
C 1.05420 0.67396 0.01863
C -0.14364 1.25311 -0.05636
N -1.33245 0.45962 0.00596
C -1.11876 -0.90863 -0.31250
N -0.03002 -1.55628 -0.20337
H 1.97293 1.24835 0.04660
H -0.27037 2.32811 -0.19676
H -1.42047 0.04645 0.96685
H -2.08680 -1.39211 -0.45440
```


(x)
C4H4N2O | the ωB97M-V functional and the def2-TZVPD basis

**LUMO level**: 0.071 eV
**Structure (SMILES)**: N=C=C/N=C\C=O
**HOMO energy**: -8.94 eV
**Kohn-Sham gap**: 9.0 eV

Structure (XYZ):
```
11
C4H4N2O the ωB97M-V functional and the def2-TZVPD basis
N -1.19584 1.01343 -1.66105
C -0.19550 1.08470 -0.96133
C 0.79873 1.24195 -0.09908
N 1.15572 0.42528 0.98872
C 0.59569 -0.67957 1.28164
C -0.52783 -1.33856 0.53567
O -0.39324 -1.80137 -0.57366
H -1.10724 0.49342 -2.53426
H 1.41269 2.12674 -0.22504
H 0.95752 -1.20769 2.17074
H -1.50069 -1.35833 1.07766
```


Which one sits at the top of the stability order? (w) does.


(w)
C4H4N2O | the ωB97M-V functional and the def2-TZVPD basis

**LUMO level (spin up / spin down)**: -0.881 / -0.998 eV
**HOMO energy (spin up / spin down)**: -8.21 / -7.98 eV
**Kohn-Sham gap (spin up / spin down)**: 7.3 / 7.0 eV

Structure (XYZ):
```
11
C4H4N2O the ωB97M-V functional and the def2-TZVPD basis
C 0.53322 -1.60390 -0.37760
C -0.59354 -1.95341 0.46681
C -0.15982 2.11350 0.29232
C 0.34589 0.93408 -0.51595
N 0.32813 -0.29704 -0.05069
N -0.91080 -0.76993 0.79771
O 0.21714 3.24954 0.05157
H 1.29078 -2.07755 -0.83418
H -1.09605 -2.93952 0.51059
H -0.79915 1.97432 1.11239
H 0.84421 1.36990 -1.45297
```


(x)
C4H4N2O | the ωB97M-V functional and the def2-TZVPD basis

**LUMO level**: -0.434 eV
**HOMO energy**: -8.76 eV
**Kohn-Sham gap**: 8.3 eV

Structure (XYZ):
```
11
C4H4N2O the ωB97M-V functional and the def2-TZVPD basis
O -0.06022 2.27955 1.08517
C 0.02673 1.21217 0.52536
C -0.89355 0.05624 0.80644
C -0.73058 -1.23635 0.09857
N 0.28813 -1.21887 -0.79157
C 1.13143 -0.12799 -1.04285
N 1.04730 1.00388 -0.46017
H -1.21814 -0.00156 1.91378
H -1.97827 0.39029 1.00179
H 0.48031 -2.06355 -1.33505
H 1.90689 -0.29381 -1.80148
```


(y)
C4H4N2O | the ωB97M-V functional and the def2-TZVPD basis

**LUMO level (spin up / spin down)**: 0.164 / -0.084 eV
**HOMO energy (spin up / spin down)**: -8.23 / -8.17 eV
**Kohn-Sham gap (spin up / spin down)**: 8.4 / 8.1 eV

Structure (XYZ):
```
11
C4H4N2O the ωB97M-V functional and the def2-TZVPD basis
C 1.92310 0.43451 -0.30713
C 1.72502 -0.86096 0.03130
C -2.63063 0.06202 -0.30100
C -0.28560 0.26390 0.27346
N 0.54734 0.69281 -0.74243
N 0.39434 -0.78585 -0.38644
O -3.12590 -0.84876 0.21653
H 2.77641 1.14385 -0.35988
H 2.17682 -1.62508 0.74519
H -3.08477 1.02218 -0.47197
H -0.41612 0.50137 1.30237
```


(z)
C4H4N2O | the ωB97M-V functional and the def2-TZVPD basis

**LUMO level**: -1.028 eV
**Structure (SMILES)**: O=Nc1cc[nH]c1
**HOMO energy**: -8.98 eV
**Kohn-Sham gap**: 8.0 eV

Structure (XYZ):
```
11
C4H4N2O the ωB97M-V functional and the def2-TZVPD basis
O -2.33374 -1.21859 -1.27879
N -0.97958 -1.61508 -1.24771
C -0.48332 -0.52079 -0.49790
C 0.95939 -0.23436 -0.84509
C 1.29615 0.56483 0.14295
N 0.25144 0.87052 1.12722
C -0.91208 0.12909 0.66246
H 1.44465 -0.42324 -1.87033
H 2.14416 1.08563 0.43245
H 0.48363 1.61841 2.03233
H -1.87069 -0.25642 1.34241
```


Which one sits at the top of the stability order? (x) does.